{"formula": "C19H15F6IN3O3SeV", "method": "ωB97M-V with the def2-TZVPD basis set", "elements": ["V", "C", "C", "N", "C", "C", "C", "O", "C", "C", "N", "C", "C", "C", "C", "C", "C", "I", "C", "O", "H", "H", "H", "H", "H", "H", "H", "H", "H", "H", "H", "H", "Se", "C", "N", "C", "C", "O", "C", "F", "F", "F", "C", "F", "F", "F", "H", "H", "H"], "xyz": [[-0.913, -1.178, -0.798], [2.737, -3.477, -0.180], [2.603, -2.251, 0.653], [3.638, -1.805, 1.322], [3.582, -0.725, 2.072], [2.450, 0.088, 2.168], [2.516, 1.264, 3.106], [1.566, 2.263, 2.823], [1.322, -0.305, 1.419], [0.064, 0.378, 1.459], [-1.060, 0.016, 0.905], [-2.218, 0.688, 1.350], [-2.294, 1.122, 2.683], [-3.354, 1.882, 3.131], [-4.381, 2.228, 2.266], [-4.380, 1.735, 0.971], [-3.321, 0.956, 0.537], [-3.405, 0.152, -1.431], [1.387, -1.522, 0.682], [0.320, -1.882, 0.046], [3.482, -4.131, 0.266], [3.097, -3.216, -1.177], [1.785, -3.997, -0.277], [4.487, -0.481, 2.611], [3.537, 1.660, 3.088], [2.348, 0.866, 4.122], [1.832, 3.089, 3.244], [0.068, 1.276, 2.077], [-1.518, 0.833, 3.377], [-3.379, 2.202, 4.161], [-5.192, 2.858, 2.600], [-5.202, 1.942, 0.302], [-3.532, -4.755, -1.910], [-2.563, -3.502, -1.368], [-1.894, -2.576, -0.966], [1.601, -0.202, -3.651], [0.312, 0.325, -3.019], [-0.231, -0.533, -2.092], [0.592, 1.605, -2.182], [1.564, 1.308, -1.296], [-0.486, 1.897, -1.413], [0.927, 2.659, -2.876], [-0.790, 0.536, -4.115], [-0.293, 0.712, -5.319], [-1.556, -0.576, -4.127], [-1.582, 1.565, -3.825], [2.374, -0.312, -2.893], [1.947, 0.493, -4.414], [1.406, -1.170, -4.112]], "spin_multiplicity": 1, "de_lowest_ev": 0.741, "charge": 2, "homo_ev": -14.937, "homo_lumo_gap_ev": 5.793, "e_lumo_ev": -9.14, "total_energy_ha": -5364.75399}



{"formula": "C8H12Cl2OTi", "method": "ωB97M-V with the def2-TZVPD basis set", "elements": ["Ti", "Cl", "Cl", "C", "H", "H", "C", "C", "H", "C", "H", "C", "H", "H", "C", "H", "H", "C", "H", "H", "H", "H", "O", "C"], "xyz": [[1.859, -0.325, 0.967], [0.808, -2.236, 1.390], [1.602, 0.969, 2.755], [3.694, -0.740, 1.132], [4.432, -0.126, 1.696], [4.172, -1.550, 0.556], [-0.643, 1.228, 0.332], [0.480, 0.811, -0.241], [-0.587, 1.988, 1.125], [0.489, -0.296, -1.292], [1.409, 1.465, -0.212], [-0.788, -0.240, -2.182], [1.383, -0.255, -1.927], [0.496, -1.301, -0.809], [-2.042, -0.175, -1.322], [-0.743, 0.658, -2.816], [-0.823, -1.124, -2.837], [-1.991, 0.883, -0.184], [-2.911, 0.050, -1.960], [-2.213, -1.159, -0.862], [-2.485, 1.808, -0.533], [-2.622, 0.519, 0.640], [-1.619, -0.518, 3.841], [-1.354, -0.336, 2.742]], "spin_multiplicity": 2, "de_lowest_ev": 1.479, "charge": -1, "homo_ev": [-2.131, -2.562], "homo_lumo_gap_ev": [5.195, 5.619], "s_squared": 0.7793, "e_lumo_ev": [3.06, 3.06], "total_energy_ha": -2157.12785}



{"formula": "C7H9NO4S", "method": "ωB97M-V with the def2-TZVPD basis set", "elements": ["C", "C", "C", "C", "C", "C", "C", "N", "O", "O", "O", "O", "S", "H", "H", "H", "H", "H", "H", "H", "H", "H"], "xyz": [[0.382, 0.401, 0.304], [1.492, 1.683, -0.069], [2.819, -0.112, -0.300], [-0.988, 0.788, 0.699], [4.054, -0.920, -0.572], [-3.795, -1.175, -0.350], [-3.257, -0.138, 0.506], [2.672, 1.115, -0.327], [-1.353, 1.840, 1.163], [1.234, -2.020, 1.097], [1.209, 3.007, -0.123], [-1.802, -0.223, 0.329], [1.226, -1.057, -0.026], [4.528, -0.335, -1.450], [3.603, -1.903, -0.651], [4.696, -0.753, 0.335], [-3.882, -0.780, -1.378], [-3.079, -2.051, -0.348], [-4.825, -1.461, -0.008], [-3.382, -0.247, 1.542], [-3.436, 0.911, 0.338], [1.885, 3.432, -0.710]], "spin_multiplicity": 1, "de_lowest_ev": 3.440, "homo_ev": [-8.353, -8.351], "homo_lumo_gap_ev": [7.099, 7.094], "e_lumo_ev": [-1.25, -1.26], "total_energy_ha": -1025.88451}



{"formula": "C4H6N2", "method": "ωB97M-V with the def2-TZVPD basis set", "elements": ["N", "C", "C", "C", "C", "N", "H", "H", "H", "H", "H", "H"], "xyz": [[-1.921, 0.468, 0.325], [-0.652, -0.070, 0.408], [-0.110, -1.191, -0.145], [1.197, -0.715, -0.626], [1.413, 0.518, -0.128], [0.363, 0.856, 0.809], [-1.849, 1.481, 0.372], [-2.339, 0.189, -0.554], [-0.568, -2.161, -0.295], [1.779, -1.212, -1.393], [1.986, 1.359, -0.487], [0.701, 0.477, 1.714]], "spin_multiplicity": 1, "de_lowest_ev": 2.399, "homo_ev": -7.392, "homo_lumo_gap_ev": 8.463, "e_lumo_ev": 1.07, "total_energy_ha": -265.44740, "smiles": "Nc1ccc[nH]1"}